[1]
Below is a molecular structure, C56H60AsBiGeO8P2S, with properties calculated with wB97M-V/def2-TZVPD.

The geometry in XYZ format:
```
130
Properties=species:S:1:pos:R:3:lowdin_charge:R:1
Bi 0.523 0.443 0.574 1.645
C 3.377 3.391 -1.100 -0.062
C 4.501 3.245 -0.072 -0.359
C 4.593 4.512 0.772 -0.079
C 4.310 1.979 0.751 -0.197
C 4.186 0.741 0.124 -0.060
C 3.978 -0.423 0.855 -0.084
C 3.901 -0.395 2.244 -0.298
C 3.647 -1.637 3.051 -0.050
C 4.038 0.837 2.873 -0.047
C 4.243 1.997 2.142 -0.041
H 3.455 4.339 -1.637 0.083
H 2.401 3.349 -0.609 0.058
H 3.393 2.592 -1.837 0.056
H 5.448 3.134 -0.613 0.142
H 3.677 4.664 1.350 0.070
H 4.723 5.381 0.126 0.080
H 5.434 4.488 1.467 0.080
H 4.228 0.677 -0.957 0.106
H 3.874 -1.370 0.334 0.110
H 4.293 -1.676 3.930 0.085
H 3.819 -2.538 2.461 0.071
H 2.616 -1.653 3.407 0.034
H 3.978 0.891 3.954 0.117
H 4.344 2.932 2.675 0.099
C 1.166 3.611 3.725 -0.056
C -0.223 3.676 3.119 -0.578
O -0.898 4.839 3.595 -0.045
P -0.161 3.845 1.302 0.521
O 0.773 5.099 1.032 -0.084
O -1.591 4.295 0.809 -0.114
O 0.370 2.679 0.512 -0.509
P -1.269 2.141 3.371 0.296
O -2.182 2.628 4.624 -0.138
O -0.439 0.972 3.746 -0.350
O -2.144 2.130 2.140 -0.388
H 1.737 4.505 3.474 0.082
H 1.695 2.724 3.379 0.063
H 1.065 3.549 4.809 0.094
H -1.684 4.557 4.079 0.078
H 1.039 5.169 0.102 0.065
H -2.214 3.628 1.173 0.053
H -1.954 2.118 5.410 0.083
C 1.344 -5.852 5.607 -0.091
C 1.480 -4.494 5.843 -0.086
C 1.119 -3.579 4.859 -0.127
C 0.618 -4.021 3.641 -0.399
C 0.476 -5.387 3.411 -0.111
C 0.841 -6.298 4.390 -0.081
As 0.023 -2.680 2.358 1.310
C -1.872 -3.168 2.427 -0.388
C -2.462 -4.181 1.679 -0.107
C -3.799 -4.504 1.873 -0.087
C -4.557 -3.812 2.807 -0.094
C -3.975 -2.791 3.546 -0.086
C -2.637 -2.469 3.355 -0.127
C 0.598 -3.512 0.682 -0.399
C -0.072 -3.227 -0.508 -0.144
C 0.445 -3.655 -1.726 -0.089
C 1.641 -4.355 -1.772 -0.086
C 2.321 -4.630 -0.593 -0.084
C 1.806 -4.210 0.625 -0.123
H 1.626 -6.566 6.370 0.101
H 1.869 -4.142 6.790 0.102
H 1.224 -2.517 5.049 0.092
H 0.077 -5.743 2.469 0.101
H 0.728 -7.359 4.205 0.102
H -1.881 -4.735 0.952 0.098
H -4.250 -5.296 1.289 0.104
H -5.600 -4.062 2.952 0.102
H -4.561 -2.241 4.272 0.104
H -2.190 -1.663 3.927 0.096
H -0.991 -2.653 -0.484 0.064
H -0.085 -3.427 -2.644 0.103
H 2.046 -4.678 -2.723 0.102
H 3.257 -5.173 -0.621 0.103
H 2.347 -4.435 1.537 0.093
C -3.547 1.180 -0.445 -0.199
S -3.315 -0.141 0.736 0.932
O -1.978 -0.741 0.347 -0.673
C -4.530 -1.264 0.089 -0.388
C -5.825 -1.205 0.583 -0.084
C -6.773 -2.094 0.096 -0.078
C -6.413 -3.038 -0.857 -0.079
C -5.109 -3.095 -1.328 -0.076
C -4.157 -2.204 -0.856 -0.085
H -3.430 0.774 -1.451 0.040
H -2.777 1.919 -0.234 0.030
H -4.537 1.614 -0.304 0.073
H -6.083 -0.486 1.351 0.115
H -7.787 -2.060 0.472 0.105
H -7.151 -3.738 -1.226 0.103
H -4.831 -3.841 -2.063 0.109
H -3.128 -2.238 -1.190 0.093
C 0.755 0.299 -1.435 -0.574
Ge 0.377 1.278 -3.032 0.879
C -1.490 1.055 -3.564 -0.282
C -2.126 -0.172 -3.366 -0.134
C -3.429 -0.380 -3.797 -0.101
C -4.126 0.648 -4.419 -0.088
C -3.513 1.877 -4.612 -0.082
C -2.201 2.076 -4.193 -0.093
C 0.689 3.206 -3.021 -0.280
C -0.059 4.046 -2.193 -0.134
C 0.111 5.424 -2.218 -0.096
C 1.042 5.990 -3.084 -0.086
C 1.771 5.175 -3.934 -0.088
C 1.587 3.795 -3.909 -0.104
C 1.451 0.470 -4.458 -0.270
C 2.847 0.482 -4.388 -0.119
C 3.622 -0.133 -5.360 -0.089
C 3.010 -0.782 -6.425 -0.097
C 1.627 -0.808 -6.510 -0.090
C 0.856 -0.186 -5.534 -0.097
H 0.884 -0.765 -1.672 -0.069
H -1.597 -0.970 -2.853 0.092
H -3.907 -1.339 -3.642 0.094
H -5.145 0.491 -4.749 0.101
H -4.053 2.683 -5.093 0.101
H -1.735 3.042 -4.351 0.098
H -0.800 3.625 -1.528 0.083
H -0.496 6.056 -1.579 0.110
H 1.179 7.064 -3.110 0.102
H 2.483 5.610 -4.624 0.103
H 2.165 3.173 -4.583 0.095
H 3.342 0.974 -3.560 0.083
H 4.702 -0.109 -5.286 0.101
H 3.612 -1.266 -7.184 0.099
H 1.145 -1.311 -7.339 0.100
H -0.224 -0.209 -5.622 0.092
```

Properties
HOMO ... -0.27953 Ha
E ... -8380.23129 hartree
LUMO ... 0.12 eV
Energy above the lowest of the compared OMol25 structures with the same formula, charge and spin ... 6.01 kcal/mol
2S+1 ... 1

---

[2]
Below is a molecular structure, C56H60AsBiGeO8P2S, with properties calculated with wB97M-V/def2-TZVPD.

The geometry in XYZ format:
```
130
Properties=species:S:1:pos:R:3:lowdin_charge:R:1
Bi 0.790 1.055 -1.226 1.685
C 0.345 4.015 2.705 -0.087
C 1.435 4.311 1.675 -0.359
C 2.642 3.390 1.898 -0.077
C 0.929 4.233 0.240 -0.234
C 1.820 4.347 -0.833 -0.072
C 1.375 4.349 -2.147 -0.075
C 0.014 4.266 -2.449 -0.330
C -0.463 4.335 -3.877 -0.051
C -0.874 4.133 -1.389 -0.073
C -0.424 4.106 -0.067 -0.056
H 0.765 4.048 3.712 0.074
H -0.069 3.013 2.552 0.059
H -0.468 4.744 2.666 0.080
H 1.765 5.344 1.827 0.141
H 2.382 2.349 1.697 0.030
H 2.976 3.461 2.937 0.053
H 3.490 3.661 1.263 0.072
H 2.883 4.447 -0.642 0.112
H 2.092 4.444 -2.956 0.118
H 0.052 3.599 -4.500 0.081
H -0.270 5.323 -4.301 0.085
H -1.536 4.145 -3.945 0.067
H -1.940 4.071 -1.587 0.117
H -1.158 4.009 0.723 0.106
C 5.632 -0.700 -2.025 -0.060
C 4.247 -0.293 -1.524 -0.596
O 3.922 1.066 -1.840 -0.108
P 4.140 -0.504 0.299 0.462
O 4.403 -2.048 0.479 -0.111
O 5.486 0.146 0.861 -0.092
O 2.924 0.072 0.894 -0.347
P 2.950 -1.390 -2.236 0.329
O 2.980 -0.904 -3.777 -0.137
O 3.324 -2.817 -2.074 -0.272
O 1.604 -0.964 -1.646 -0.532
H 6.379 -0.025 -1.609 0.086
H 5.665 -0.638 -3.116 0.085
H 5.871 -1.720 -1.732 0.086
H 3.831 1.128 -2.801 0.088
H 3.933 -2.621 -0.170 0.074
H 5.300 0.641 1.672 0.094
H 3.184 -1.650 -4.360 0.096
C 3.444 1.518 7.706 -0.097
C 3.341 2.411 6.653 -0.092
C 2.734 2.013 5.463 -0.122
C 2.221 0.729 5.310 -0.371
C 2.337 -0.163 6.379 -0.108
C 2.943 0.225 7.565 -0.084
As 1.313 0.273 3.601 1.377
C -0.313 -0.365 4.504 -0.389
C -0.519 -1.655 4.986 -0.115
C -1.682 -1.969 5.683 -0.096
C -2.660 -1.006 5.887 -0.101
C -2.467 0.281 5.399 -0.086
C -1.298 0.597 4.718 -0.121
C 2.223 -1.429 3.259 -0.402
C 3.544 -1.659 3.639 -0.122
C 4.174 -2.857 3.318 -0.096
C 3.497 -3.837 2.606 -0.108
C 2.189 -3.607 2.194 -0.085
C 1.564 -2.408 2.513 -0.128
H 3.910 1.822 8.635 0.099
H 3.731 3.418 6.752 0.100
H 2.661 2.716 4.641 0.052
H 1.954 -1.172 6.287 0.098
H 3.022 -0.479 8.385 0.101
H 0.227 -2.423 4.828 0.094
H -1.821 -2.973 6.068 0.100
H -3.574 -1.259 6.412 0.099
H -3.224 1.041 5.555 0.100
H -1.153 1.604 4.339 0.087
H 4.089 -0.904 4.192 0.100
H 5.198 -3.024 3.631 0.105
H 3.987 -4.772 2.363 0.103
H 1.661 -4.358 1.618 0.103
H 0.551 -2.211 2.176 0.072
C -1.274 -2.260 -0.195 -0.227
S -1.922 -0.740 0.486 0.865
O -0.857 -0.191 1.400 -0.603
C -3.246 -1.414 1.474 -0.377
C -4.451 -0.724 1.409 -0.092
C -5.541 -1.169 2.146 -0.075
C -5.419 -2.302 2.940 -0.076
C -4.206 -2.979 3.010 -0.074
C -3.112 -2.533 2.285 -0.068
H -0.919 -2.897 0.615 0.043
H -0.437 -2.005 -0.847 0.024
H -2.058 -2.759 -0.770 0.066
H -4.532 0.152 0.772 0.101
H -6.480 -0.630 2.101 0.105
H -6.269 -2.656 3.510 0.105
H -4.107 -3.855 3.642 0.109
H -2.166 -3.057 2.366 0.109
C -0.543 0.940 -2.779 -0.538
Ge -1.624 -0.260 -3.832 0.887
C -1.424 -2.190 -3.688 -0.273
C -0.180 -2.808 -3.569 -0.113
C -0.062 -4.193 -3.561 -0.071
C -1.196 -4.985 -3.691 -0.088
C -2.442 -4.387 -3.839 -0.085
C -2.554 -3.000 -3.842 -0.117
C -3.445 0.276 -3.330 -0.267
C -3.871 1.545 -3.740 -0.126
C -5.110 2.047 -3.358 -0.085
C -5.953 1.280 -2.560 -0.092
C -5.547 0.021 -2.142 -0.095
C -4.299 -0.470 -2.517 -0.117
C -1.436 0.077 -5.748 -0.268
C -2.540 0.246 -6.582 -0.105
C -2.382 0.328 -7.962 -0.089
C -1.116 0.238 -8.525 -0.097
C -0.006 0.067 -7.705 -0.092
C -0.168 -0.015 -6.329 -0.109
H -1.033 1.916 -2.858 -0.087
H 0.705 -2.201 -3.460 0.056
H 0.915 -4.648 -3.444 0.105
H -1.109 -6.065 -3.684 0.101
H -3.328 -4.999 -3.955 0.101
H -3.532 -2.549 -3.973 0.090
H -3.227 2.150 -4.375 0.095
H -5.421 3.032 -3.687 0.101
H -6.922 1.665 -2.263 0.100
H -6.202 -0.586 -1.527 0.102
H -3.996 -1.451 -2.162 0.085
H -3.537 0.310 -6.158 0.092
H -3.250 0.454 -8.599 0.100
H -0.993 0.298 -9.599 0.099
H 0.983 -0.011 -8.142 0.099
H 0.706 -0.148 -5.694 0.090
```

Properties
HOMO ... -0.28936 Ha
E ... -8380.20965 hartree
LUMO ... -0.13 eV
Energy above the lowest of the compared OMol25 structures with the same formula, charge and spin ... 19.59 kcal/mol
2S+1 ... 1

---

[3]
Below is 13 unconnected molecules or ions with the total composition C56H65N13 at a distorted geometry, with properties calculated with wB97M-V/def2-TZVPD.

The geometry in XYZ format:
```
134
Properties=species:S:1:pos:R:3:lowdin_charge:R:1
N 0.986 3.950 -5.032 -0.014
C 1.751 4.323 -6.052 -0.160
C 2.906 3.609 -5.918 -0.137
C 2.892 2.884 -4.715 -0.124
C 1.643 3.051 -4.165 -0.103
H 0.024 4.236 -4.915 0.143
H 1.402 5.042 -6.779 0.111
H 3.827 3.567 -6.480 0.089
H 3.670 2.233 -4.344 0.093
H 1.126 2.667 -3.299 0.101
N -0.761 -0.792 -8.051 -0.031
C -0.573 -1.397 -9.286 -0.111
C -1.491 -2.465 -9.277 -0.124
C -2.073 -2.571 -7.988 -0.111
C -1.689 -1.417 -7.273 -0.133
H -0.304 0.045 -7.718 0.143
H 0.163 -1.041 -9.992 0.098
H -1.669 -3.109 -10.126 0.084
H -2.796 -3.309 -7.674 0.083
H -1.855 -1.104 -6.253 0.102
N 3.463 -4.459 -6.595 0.006
C 4.229 -5.559 -6.896 -0.135
C 4.743 -6.091 -5.721 -0.106
C 4.297 -5.238 -4.718 -0.144
C 3.596 -4.217 -5.275 -0.165
H 2.942 -3.915 -7.269 0.150
H 4.299 -5.860 -7.931 0.101
H 5.317 -6.989 -5.546 0.091
H 4.415 -5.252 -3.645 0.093
H 3.050 -3.396 -4.834 0.109
N -0.590 5.751 6.112 -0.010
C 0.110 5.723 4.887 -0.136
C -0.631 6.371 3.887 -0.084
C -1.891 6.771 4.571 -0.098
C -1.790 6.377 5.911 -0.162
H -0.236 5.445 7.007 0.141
H 1.156 5.464 4.952 0.095
H -0.341 6.568 2.865 0.080
H -2.653 7.253 3.977 0.076
H -2.447 6.590 6.741 0.098
N 2.624 0.822 8.427 -0.001
C 3.299 0.917 9.612 -0.167
C 4.630 1.143 9.385 -0.121
C 4.815 1.036 7.986 -0.129
C 3.583 0.871 7.355 -0.094
H 1.627 0.707 8.312 0.137
H 2.761 0.897 10.548 0.105
H 5.379 1.270 10.152 0.091
H 5.785 0.978 7.514 0.086
H 3.277 0.624 6.349 0.094
N -6.851 -2.509 -2.394 -0.008
C -6.641 -3.217 -1.208 -0.136
C -6.010 -4.399 -1.522 -0.120
C -5.903 -4.420 -2.931 -0.139
C -6.447 -3.280 -3.502 -0.111
H -7.278 -1.602 -2.522 0.135
H -6.944 -2.880 -0.227 0.102
H -5.627 -5.050 -0.750 0.091
H -5.392 -5.164 -3.524 0.086
H -6.422 -2.896 -4.511 0.100
N 9.977 -1.662 1.165 0.007
C 9.975 -2.358 -0.019 -0.140
C 8.912 -3.255 0.024 -0.133
C 8.153 -3.009 1.164 -0.122
C 8.903 -2.135 1.921 -0.139
H 10.682 -0.975 1.390 0.143
H 10.609 -2.180 -0.875 0.102
H 8.574 -3.915 -0.761 0.090
H 7.242 -3.488 1.490 0.095
H 8.676 -1.706 2.886 0.098
N -4.389 5.320 -4.524 -0.020
C -4.560 4.578 -3.369 -0.141
C -3.775 5.111 -2.294 -0.080
C -3.066 6.242 -2.911 -0.092
C -3.552 6.351 -4.266 -0.154
H -4.757 5.115 -5.441 0.148
H -5.215 3.720 -3.392 0.092
H -3.745 4.779 -1.267 0.079
H -2.487 6.976 -2.371 0.073
H -3.418 7.122 -5.010 0.097
N -1.527 -1.352 -0.119 -0.002
C -0.267 -1.879 -0.020 -0.111
C 0.494 -0.875 0.610 -0.125
C -0.345 0.147 0.947 -0.151
C -1.566 -0.135 0.463 -0.163
H -2.348 -1.819 -0.478 0.149
H 0.047 -2.839 -0.402 0.100
H 1.573 -0.878 0.662 0.091
H -0.021 1.106 1.324 0.099
H -2.470 0.435 0.306 0.112
N -0.845 -11.945 -2.797 0.060
C 0.293 -11.639 -3.427 -0.158
C 0.957 -10.408 -3.344 -0.068
C 0.314 -9.407 -2.636 -0.081
C -0.831 -9.712 -1.906 -0.092
C -1.389 -10.934 -2.069 -0.162
H 0.675 -12.424 -4.062 0.097
H 1.837 -10.203 -3.936 0.099
H 0.781 -8.435 -2.579 0.103
H -1.304 -8.939 -1.319 0.102
H -2.298 -11.112 -1.512 0.100
N -3.495 -2.483 7.033 0.045
C -3.952 -2.210 8.283 -0.138
C -4.297 -0.902 8.695 -0.060
C -4.064 0.141 7.776 -0.097
C -3.542 -0.145 6.553 -0.100
C -3.193 -1.443 6.226 -0.142
H -4.296 -3.065 8.845 0.094
H -4.756 -0.733 9.658 0.092
H -4.264 1.164 8.058 0.101
H -3.202 0.709 5.986 0.102
H -2.680 -1.670 5.303 0.101
N -8.113 2.737 1.590 0.042
C -9.410 2.782 1.237 -0.154
C -10.271 3.534 2.001 -0.100
C -9.822 4.478 2.886 -0.087
C -8.464 4.516 3.135 -0.094
C -7.654 3.508 2.662 -0.113
H -9.719 2.182 0.394 0.100
H -11.323 3.500 1.758 0.099
H -10.537 5.140 3.351 0.108
H -8.142 5.156 3.943 0.100
H -6.576 3.509 2.719 0.097
N 6.840 6.614 1.783 0.052
C 8.018 6.757 2.481 -0.145
C 8.811 5.667 2.832 -0.093
C 8.347 4.362 2.582 -0.058
C 7.046 4.200 2.015 -0.082
C 6.399 5.308 1.568 -0.151
H 8.470 7.738 2.495 0.094
H 9.772 5.874 3.279 0.094
H 9.057 3.637 2.951 0.094
H 6.629 3.223 1.821 0.097
H 5.399 5.247 1.165 0.097
```

Properties
HOMO ... -0.29812 Ha
E ... -2884.45208 hartree
LUMO ... 0.08 eV
Energy above the lowest of the compared OMol25 structures with the same formula, charge and spin ... 102.42 kcal/mol
2S+1 ... 1